2 unconnected molecules or ions with the total composition C13H25BrFNO6S at a distorted geometry. Source: the OMol25 dataset; level of theory: ωB97M-V/def2-TZVPD.

Values from the calculation:
Total charge ... 0
HOMO-LUMO gap ... 10.05 eV
HOMO energy ... -0.350 hartree
LUMO ... 0.52 eV

Each line ends with the Mulliken charge.
CARTESIAN COORDINATES (ANGSTROEM)
Br -1.603718 -0.260231 0.693127  -0.15
S -1.959248 3.626890 0.532698  1.13
F -0.585172 3.512505 -2.726717  -0.36
O -2.722516 4.786729 0.794655  -0.59
O -2.857061 2.659240 -0.356323  -0.33
O -0.898363 3.934735 -0.596646  -0.36
O -2.885472 2.996480 -2.588464  -0.54
O -1.328665 2.895833 1.570837  -0.51
O 2.082339 -3.463175 1.479354  -0.36
N 0.290913 1.989245 -1.418303  0.38
C -2.598943 -0.381785 -0.964929  0.26
C 1.202805 -2.814322 3.577049  -0.49
C 1.056443 -4.327163 3.428066  -0.56
C -2.424611 0.776748 -1.972429  -1.26
C 1.204120 -4.499071 1.922020  -0.40
C 1.612513 2.638543 -1.547074  -0.75
C 2.889326 0.411217 -1.505005  -0.42
C 2.264046 -0.733800 -0.690704  -0.67
C -2.235211 2.248361 -1.581415  1.03
C -4.064309 -0.610540 -0.639251  -1.43
C 2.259454 -2.504086 2.524864  -0.16
C -0.789857 2.866005 -1.558182  0.21
C 2.704655 1.813715 -0.884762  -0.96
H -2.212702 -1.276741 -1.447478  0.41
H 1.499093 -2.497003 4.575594  0.38
H -4.535513 0.289720 -0.245342  0.30
H 1.627935 -1.354737 -1.320352  0.22
H 2.433109 0.428863 -2.496579  0.31
H 1.714024 -0.392388 0.179390  -0.07
H 0.262602 -2.318522 3.325646  0.13
H 1.631112 -5.463217 1.643047  0.25
H -4.576956 -0.902333 -1.558988  0.42
H 3.954277 0.226782 -1.635878  0.40
H 0.236552 1.465462 -0.551528  -0.14
H 0.112296 -4.717339 3.804811  0.35
H 3.639663 2.368166 -0.975275  0.38
H -4.187666 -1.421557 0.075789  0.40
H 1.841828 2.776086 -2.603650  0.33
H 1.580755 3.632105 -1.088031  0.40
H -3.354003 0.786898 -2.539831  0.43
H 1.869093 -4.837244 3.949486  0.26
H 2.158241 -1.501702 2.109635  0.08
H 0.239986 -4.387096 1.413463  0.24
H 3.047299 -1.403191 -0.331047  0.38
H 3.271260 -2.613943 2.930008  0.26
H -1.605196 0.569655 -2.658657  0.34
H 2.486552 1.736553 0.185327  0.41
H -3.747108 3.244649 -2.232028  0.43

Forces on atoms 1 to 6 (eV/Å):
Br 0.3 0.1 0.1
S 0.2 0.1 -0.2
F 0.1 0.2 -0.1
O 0.1 0.1 0.2
O 0.0 -1.0 0.2
O 0.1 0.2 0.2



10 unconnected molecules or ions with the total composition C13H25BrN2O13 at a distorted geometry. Source: the OMol25 dataset; level of theory: ωB97M-V/def2-TZVPD.

Values from the calculation:
Total charge ... 0
HOMO-LUMO gap ... 6.42 eV
HOMO energy ... -0.270 hartree
LUMO ... -0.92 eV

Each line ends with the Mulliken charge.
CARTESIAN COORDINATES (ANGSTROEM)
Br 1.165031 3.043589 -1.319344  -0.17
O 5.253662 -3.715461 -0.735406  -0.66
O -4.860352 0.741967 1.352220  -0.55
O 6.026940 5.187930 0.570484  -0.63
O -1.110030 -2.269288 -0.327477  -0.51
O 3.209582 2.980988 1.532156  -0.23
O 3.818047 1.958010 -0.277274  -0.40
O 3.020572 -3.251502 1.310889  -0.58
O -4.174316 2.248110 -1.797284  -0.58
O 1.342216 -0.308617 -3.392281  -0.56
O -3.930224 -2.554453 2.529370  -0.61
O 5.162638 1.226061 3.306960  -0.60
O -6.042751 -1.440676 -3.345116  -0.62
O -6.831023 -0.093510 -0.725756  -0.60
N 0.762030 -3.085056 0.837632  -0.25
N 3.584392 3.186827 0.450394  0.08
C 4.432552 -0.565603 0.811114  -0.88
C 0.473184 0.379347 -0.538322  0.78
C 5.533739 -1.018798 0.922076  -0.40
C 3.105939 -0.226868 0.370571  1.21
C -1.824361 0.952530 0.235627  -0.19
C -1.851566 0.195764 1.387232  -0.73
C 1.509447 1.310243 -0.604632  0.17
C -0.942813 0.657756 -0.983424  -1.35
C 2.089279 -1.172121 0.431350  -0.37
C -0.010530 -2.119976 0.124698  -0.30
C 2.802763 1.028689 -0.171933  0.41
C 2.103172 -2.580634 0.932492  0.43
C 0.817588 -0.863528 -0.033218  0.54
H -1.463651 0.560826 2.339950  0.21
H 6.501784 -1.461682 0.897612  0.47
H -4.575076 -2.751418 3.215261  0.29
H -5.632885 1.171088 1.732862  0.23
H -6.503853 -2.222684 -3.023123  0.32
H 5.528300 4.482182 0.991190  0.35
H 0.267102 -3.165660 1.726016  0.33
H 4.706978 1.932007 2.844848  0.26
H -7.120750 -0.500211 -1.550706  0.30
H 4.582976 -3.526092 -0.065424  0.34
H -2.496715 1.809330 0.144005  0.37
H 1.562784 -0.553601 -4.296826  0.28
H -5.186404 0.341923 0.534648  0.35
H -5.736679 -1.683497 -4.224310  0.29
H 5.232192 -2.945935 -1.312410  0.32
H -0.951019 1.550601 -1.602796  0.76
H -1.274983 -0.182757 -1.605678  0.35
H -5.010713 1.776399 -1.706044  0.29
H 4.550521 0.970363 4.004187  0.32
H 0.858893 -1.069196 -3.051466  0.30
H -4.368347 -1.899183 1.972924  0.31
H -2.331300 -0.781590 1.414902  0.21
H -4.386206 3.157354 -1.564170  0.30
H 6.235550 4.839753 -0.302074  0.31
H -7.623280 0.319958 -0.367167  0.29

Forces on atoms 1 to 6 (eV/Å):
Br 0.1 -0.3 0.1
O -0.1 0.0 -0.1
O -0.1 -0.1 0.1
O 0.1 0.0 0.0
O 0.0 -0.6 0.3
O -0.3 0.3 -0.3



A molecular structure, C13H25CoIN6O11PS at a distorted geometry. Source: the OMol25 dataset; level of theory: ωB97M-V/def2-TZVPD.

Values from the calculation:
Total charge ... -1
Energy above the lowest of the compared OMol25 structures with the same formula, charge and spin ... 0.151 eV
HOMO-LUMO gap (spin up / spin down) ... 8.33 / 8.26 eV
Multiplicity ... 2
HOMO energy (spin up / spin down) ... -0.217 / -0.214 hartree
<S²> ... 0.76
LUMO (spin up / spin down) ... 2.42 / 2.42 eV

Each line ends with the Mulliken charge.
CARTESIAN COORDINATES (ANGSTROEM)
I 1.955176 -0.726869 -5.288219  0.06
Co -0.536224 0.958831 -0.728519  0.53
S -0.742624 -1.489769 -2.571719  1.55
P 0.930476 0.258331 1.215081  2.06
O -2.426824 0.194131 -1.453519  -0.10
O -1.007024 -0.588469 -3.671819  -0.83
O 1.854276 0.988531 -1.434919  -0.61
O -0.009724 -2.657669 -2.993519  -0.76
O -2.130324 -2.013969 -2.002819  -0.64
O -4.136724 -1.256769 -1.269619  -0.70
O -1.853724 -0.322269 1.045481  0.02
O -2.542424 2.851631 2.347181  -0.78
O -0.715724 2.232431 -2.373719  -0.67
O -0.032524 -0.889969 -1.434919  -0.57
O -1.367924 2.383031 0.530281  -0.76
N 1.485876 -0.186369 3.939181  0.15
N -2.315724 1.807631 -3.917919  -0.51
N 3.428776 0.062031 2.489081  0.14
N 2.526176 -1.032169 -2.247019  -0.50
N 2.105576 -1.986469 2.429481  0.14
N -2.792824 3.073731 -2.027219  -0.49
C 2.735876 0.738131 1.406581  -1.42
C -2.397524 -1.409669 0.337481  -1.09
C 1.554976 0.646531 -3.738019  -0.35
C 2.818776 0.365231 3.773381  -0.93
C 1.547176 -1.619469 3.719681  -0.95
C 1.950276 0.197431 -2.367019  0.47
C -2.172924 2.095831 1.462281  0.39
C 0.530676 0.455631 3.048681  -1.14
C -2.803224 0.665131 1.427981  -0.36
C -1.902524 2.314631 -2.725019  0.63
C 3.418976 -1.378069 2.298981  -0.98
C -2.755024 -1.022069 -1.130219  0.58
C 1.220076 -1.590169 1.346781  -1.09
H 0.479176 0.798331 -3.726619  -0.19
H -1.824424 0.934231 -4.124519  0.40
H 3.254376 0.536731 0.466781  0.35
H 4.072876 -1.821969 3.059281  0.29
H -3.615924 0.708431 0.696681  0.38
H 0.251176 -2.074369 1.493081  0.47
H 2.047776 1.584531 -3.984019  0.62
H 2.768676 1.450231 3.892381  0.41
H 2.182576 -2.058269 4.499381  0.31
H 1.624076 -1.959069 0.401081  0.31
H -2.474724 3.225831 -1.075619  0.27
H -3.299024 -1.790969 0.830781  0.38
H -3.315524 1.740631 -4.040019  0.27
H 2.676976 -1.290969 -1.278619  0.18
H 3.460376 -0.055769 4.557581  0.33
H 2.058476 -1.771769 -2.765019  0.31
H 0.498776 1.523131 3.289581  0.40
H 0.541576 -2.038169 3.801781  0.41
H -1.633324 -2.185969 0.305481  0.27
H -3.762224 2.806831 -2.098819  0.28
H 3.822276 -1.608469 1.309181  0.46
H 2.781876 1.817331 1.578181  0.46
H -3.203624 0.440231 2.425581  0.25
H -4.351224 -1.067669 -2.191519  0.44
H -0.462624 0.038331 3.236081  0.44

Forces on atoms 1 to 6 (eV/Å):
I 0.1 0.0 -0.6
Co -1.0 -0.2 1.1
S -0.2 -1.5 -1.5
P 0.4 -0.3 0.8
O 0.3 0.6 0.5
O -0.2 -0.2 0.2



A molecular structure, C13H25ErF3NO4P2 at a distorted geometry. Source: the OMol25 dataset; level of theory: ωB97M-V/def2-TZVPD.

Values from the calculation:
Total charge ... 0
Energy above the lowest of the compared OMol25 structures with the same formula, charge and spin ... 0.000 eV
HOMO-LUMO gap (spin up / spin down) ... 3.89 / 3.69 eV
Multiplicity ... 4
HOMO energy (spin up / spin down) ... -0.131 / -0.127 hartree
<S²> ... 4.00
LUMO (spin up / spin down) ... 0.33 / 0.24 eV

Each line ends with the Mulliken charge.
CARTESIAN COORDINATES (ANGSTROEM)
Er -0.034762 0.304194 0.690390  -0.29
P -1.946726 2.081948 -0.323996  0.73
P 0.670288 -2.475445 0.618012  0.94
F -0.534340 -0.101593 5.491433  -0.24
F -2.592542 0.154642 4.767181  -0.24
F -1.225972 1.870778 4.821894  -0.24
O 5.055479 1.100203 1.597508  -0.59
O 0.420373 0.216950 2.909751  -0.60
O -1.691246 0.149077 2.196655  -0.44
O 4.780043 -0.951791 -2.624537  -0.62
N -0.727171 -0.416259 -1.484086  -0.06
C -1.489007 -0.071546 -3.715125  -0.82
C -0.494334 -0.918097 -4.202765  -0.31
C -1.499723 3.657709 -1.120777  -1.34
C 0.254869 -1.282817 -1.931101  0.82
C 2.109144 -2.233465 1.690577  -1.21
C 1.154618 -1.810545 -0.927856  -1.46
C -1.569621 0.181495 -2.353860  0.60
C -3.463709 2.482035 0.595887  -1.18
C -0.832680 0.246998 3.138614  0.80
C -2.605609 1.134068 -1.781861  -1.02
C -1.311529 0.533455 4.589107  0.72
C 0.357665 -1.544937 -3.311843  -0.80
C 0.166987 -4.184161 0.737719  -1.20
H 0.968880 2.126403 0.912781  0.01
H -2.198199 0.427221 -4.366986  0.42
H 4.499607 -0.070148 -2.328458  0.32
H 2.782781 -1.459163 1.286689  0.36
H -0.388168 -1.073140 -5.274026  0.41
H 5.387013 1.969067 1.389619  0.30
H 1.120417 -2.247550 -3.639757  0.45
H 4.505404 1.243007 2.388338  0.30
H 0.207345 2.233652 1.056141  -0.10
H -2.940517 1.858254 -2.542449  0.36
H -0.924072 4.246045 -0.394647  0.35
H 2.643648 -3.197203 1.703617  0.42
H -0.217842 -4.366110 1.750735  0.39
H -2.401982 4.210960 -1.413559  0.42
H 5.724580 -0.851063 -2.744048  0.30
H -4.237113 1.727677 0.400347  0.37
H -0.478803 -1.750196 1.151870  0.10
H -0.873824 3.473873 -2.003530  0.34
H -3.825560 3.477605 0.302482  0.42
H -3.487012 0.574820 -1.419634  0.39
H -0.626333 -4.401020 0.012709  0.36
H -3.224243 2.477204 1.668358  0.20
H 2.206512 -1.945927 -1.228832  0.41
H 1.030088 -4.838334 0.554782  0.38
H 1.796897 -1.968832 2.710537  0.38

Forces on atoms 1 to 6 (eV/Å):
Er 0.9 0.6 -2.7
P 0.6 -0.8 -0.2
P 1.4 1.5 -2.0
F -0.5 0.4 -0.4
F 0.8 0.2 0.1
F -0.1 -0.9 -0.1



The lowest total charge belongs to which entry?
C13H25CoIN6O11PS



Copy entry 4 word for word.
A molecular structure, C13H25ErF3NO4P2 at a distorted geometry. Source: the OMol25 dataset; level of theory: ωB97M-V/def2-TZVPD.

Values from the calculation:
Total charge ... 0
Energy above the lowest of the compared OMol25 structures with the same formula, charge and spin ... 0.000 eV
HOMO-LUMO gap (spin up / spin down) ... 3.89 / 3.69 eV
Multiplicity ... 4
HOMO energy (spin up / spin down) ... -0.131 / -0.127 hartree
<S²> ... 4.00
LUMO (spin up / spin down) ... 0.33 / 0.24 eV

Each line ends with the Mulliken charge.
CARTESIAN COORDINATES (ANGSTROEM)
Er -0.034762 0.304194 0.690390  -0.29
P -1.946726 2.081948 -0.323996  0.73
P 0.670288 -2.475445 0.618012  0.94
F -0.534340 -0.101593 5.491433  -0.24
F -2.592542 0.154642 4.767181  -0.24
F -1.225972 1.870778 4.821894  -0.24
O 5.055479 1.100203 1.597508  -0.59
O 0.420373 0.216950 2.909751  -0.60
O -1.691246 0.149077 2.196655  -0.44
O 4.780043 -0.951791 -2.624537  -0.62
N -0.727171 -0.416259 -1.484086  -0.06
C -1.489007 -0.071546 -3.715125  -0.82
C -0.494334 -0.918097 -4.202765  -0.31
C -1.499723 3.657709 -1.120777  -1.34
C 0.254869 -1.282817 -1.931101  0.82
C 2.109144 -2.233465 1.690577  -1.21
C 1.154618 -1.810545 -0.927856  -1.46
C -1.569621 0.181495 -2.353860  0.60
C -3.463709 2.482035 0.595887  -1.18
C -0.832680 0.246998 3.138614  0.80
C -2.605609 1.134068 -1.781861  -1.02
C -1.311529 0.533455 4.589107  0.72
C 0.357665 -1.544937 -3.311843  -0.80
C 0.166987 -4.184161 0.737719  -1.20
H 0.968880 2.126403 0.912781  0.01
H -2.198199 0.427221 -4.366986  0.42
H 4.499607 -0.070148 -2.328458  0.32
H 2.782781 -1.459163 1.286689  0.36
H -0.388168 -1.073140 -5.274026  0.41
H 5.387013 1.969067 1.389619  0.30
H 1.120417 -2.247550 -3.639757  0.45
H 4.505404 1.243007 2.388338  0.30
H 0.207345 2.233652 1.056141  -0.10
H -2.940517 1.858254 -2.542449  0.36
H -0.924072 4.246045 -0.394647  0.35
H 2.643648 -3.197203 1.703617  0.42
H -0.217842 -4.366110 1.750735  0.39
H -2.401982 4.210960 -1.413559  0.42
H 5.724580 -0.851063 -2.744048  0.30
H -4.237113 1.727677 0.400347  0.37
H -0.478803 -1.750196 1.151870  0.10
H -0.873824 3.473873 -2.003530  0.34
H -3.825560 3.477605 0.302482  0.42
H -3.487012 0.574820 -1.419634  0.39
H -0.626333 -4.401020 0.012709  0.36
H -3.224243 2.477204 1.668358  0.20
H 2.206512 -1.945927 -1.228832  0.41
H 1.030088 -4.838334 0.554782  0.38
H 1.796897 -1.968832 2.710537  0.38

Forces on atoms 1 to 6 (eV/Å):
Er 0.9 0.6 -2.7
P 0.6 -0.8 -0.2
P 1.4 1.5 -2.0
F -0.5 0.4 -0.4
F 0.8 0.2 0.1
F -0.1 -0.9 -0.1



Look up the total charge of the second one.
0



Among the records above, which one has the lowest total charge?
C13H25CoIN6O11PS